Formula: C52H51AsBiIN6O3S
Source: OMol25
Level of theory: the ωB97M-V functional and the def2-TZVPD basis

- 2S+1 = 2
- energy above the lowest of the compared OMol25 structures with the same formula, charge and spin (kJ/mol) = 285.0
- total charge = +1
- LUMO (spin up / spin down) (eV) = -2.975 / -2.998

Each line ends with the Mulliken spin population.
Positions of all 116 atoms, in Å:
Bi 0.00 -0.38 -0.26  0.0362
C 0.37 -0.69 6.84  0.0002
C 0.60 -0.68 5.34  -0.0001
C 1.78 -0.20 4.79  0.0047
C 2.06 -0.20 3.42  -0.0068
C 3.38 0.48 3.05  0.0480
N 3.55 1.81 3.69  0.0010
C 2.50 2.74 4.08  0.0064
C 1.97 3.74 3.04  -0.0431
C 0.81 4.57 3.58  -0.0003
N -0.24 3.64 4.04  -0.0004
C -0.97 2.89 3.24  0.0003
C -1.48 3.20 1.97  0.0067
C -1.83 4.51 1.54  -0.0011
C -2.61 4.70 0.43  0.0000
C -3.11 6.07 0.04  0.0000
C -3.01 3.56 -0.30  0.0001
C -2.61 2.28 0.00  0.0005
C -3.11 1.13 -0.76  -0.0002
N -2.48 0.04 -0.92  0.0012
C -3.21 -1.14 -1.37  0.0000
C -3.52 -2.00 -0.13  0.0000
C -2.32 -2.77 0.44  -0.0002
N -1.28 -1.91 1.03  0.0002
C -1.13 -1.93 2.30  -0.0019
C -0.10 -1.28 3.10  -0.0056
C -0.34 -1.19 4.47  0.0015
C 1.14 -0.85 2.54  0.0101
O 1.42 -1.12 1.28  0.0056
C -1.81 2.05 1.19  -0.0003
O -1.43 0.90 1.55  -0.0086
H 0.99 0.06 7.33  0.0000
H 0.64 -1.66 7.27  0.0000
H -0.67 -0.49 7.08  0.0000
H 2.53 0.22 5.45  -0.0003
H 4.16 -0.14 3.51  -0.0018
H 4.40 2.26 3.40  0.0044
H 2.89 3.32 4.93  0.0014
H 1.68 2.15 4.45  -0.0018
H 1.62 3.20 2.17  0.0448
H 2.77 4.42 2.72  0.0010
H 0.43 5.22 2.80  -0.0001
H 1.10 5.19 4.43  0.0000
H -0.06 3.24 4.94  0.0000
H -1.22 1.90 3.62  0.0007
H -1.56 5.36 2.16  -0.0001
H -2.60 6.85 0.60  0.0000
H -4.18 6.16 0.23  0.0000
H -2.96 6.26 -1.03  0.0000
H -3.65 3.71 -1.17  0.0000
H -4.12 1.23 -1.16  0.0000
H -2.59 -1.71 -2.06  0.0000
H -4.15 -0.86 -1.87  0.0001
H -4.28 -2.74 -0.40  0.0000
H -3.94 -1.35 0.64  0.0000
H -1.86 -3.34 -0.36  0.0000
H -2.68 -3.47 1.19  0.0000
H -1.84 -2.52 2.88  -0.0001
H -1.29 -1.55 4.86  0.0000
S 0.29 -2.52 -1.59  0.0013
C 0.91 -2.21 -3.24  0.0004
C 0.49 -3.14 -4.20  -0.0005
C 1.01 -3.11 -5.49  0.0001
C 1.95 -2.14 -5.84  -0.0001
C 2.35 -1.22 -4.89  -0.0008
C 1.83 -1.22 -3.59  0.0021
As 2.46 0.12 -2.31  0.0143
C 2.30 1.70 -3.47  0.0120
C 3.15 2.72 -3.33  -0.0289
C 3.06 3.94 -4.14  -0.0010
C 2.05 4.16 -4.97  0.0001
C 0.89 3.22 -5.05  0.0001
C 1.05 1.85 -4.31  0.0002
C 4.36 -0.34 -2.52  0.0034
C 5.30 0.31 -3.31  -0.0034
C 6.61 -0.16 -3.37  -0.0012
C 6.98 -1.30 -2.66  0.0008
C 6.04 -1.96 -1.89  0.0001
C 4.74 -1.48 -1.82  0.0016
H -0.22 -3.90 -3.91  0.0000
H 0.68 -3.84 -6.22  0.0000
H 2.37 -2.12 -6.83  0.0000
H 3.09 -0.47 -5.16  0.0001
H 3.98 2.64 -2.64  0.0133
H 3.88 4.65 -4.07  -0.0003
H 2.03 5.04 -5.60  -0.0001
H 0.60 3.10 -6.09  0.0000
H 0.92 0.99 -4.96  -0.0001
H 5.03 1.17 -3.90  -0.0003
H 7.33 0.36 -3.99  0.0000
H 8.00 -1.66 -2.72  0.0001
H 6.32 -2.86 -1.35  -0.0004
H 4.01 -2.01 -1.21  -0.0009
I 1.02 5.98 -0.71  -0.0002
C 0.32 4.46 -1.96  -0.0014
C -0.10 4.70 -3.19  -0.0003
C -0.36 3.57 -4.15  0.0000
C -0.28 2.16 -3.48  0.0010
N -0.11 2.08 -2.05  -0.0001
C 0.27 3.10 -1.39  0.0064
H -0.18 5.71 -3.58  0.0000
H -1.26 3.75 -4.73  0.0000
H -1.10 1.49 -3.75  -0.0003
H 0.50 2.96 -0.34  0.0056
O 2.00 1.62 0.58  0.2830
N 3.26 1.62 0.80  0.3615
C 3.82 0.49 1.54  -0.0303
C 5.31 0.44 1.45  0.1605
C 6.04 1.44 0.94  -0.0549
C 5.39 2.62 0.43  0.3022
C 4.02 2.66 0.37  -0.1897
H 3.37 -0.40 1.10  0.0349
H 5.78 -0.46 1.84  -0.0023
H 7.12 1.38 0.90  0.0054
H 5.96 3.45 0.05  0.0011
H 3.46 3.48 -0.05  0.0036


Formula: C52H51IO3
Source: OMol25
Level of theory: the ωB97M-V functional and the def2-TZVPD basis

- SMILES string = O=CO[C@@H](CC(=O)I)c1ccccc1.c1ccccc1.c1ccccc1.c1ccccc1.c1ccccc1.c1ccccc1.c1ccccc1.c1ccccc1
- LUMO (eV) = 0.085

Each line ends with the Mulliken charge.
Positions of all 107 atoms, in Å:
O 1.42 -2.43 -1.74  -0.4303
C 1.69 -1.80 -0.76  0.2808
O 2.17 -2.43 0.42  -0.3635
C 1.01 -3.03 1.08  0.2291
C 1.06 -4.60 1.14  -0.6357
C -0.40 -5.14 1.42  0.2743
O -1.37 -4.66 0.93  -0.4686
I -0.77 -6.80 2.81  -0.0334
C 0.77 -2.34 2.46  0.6450
C 0.81 -0.85 2.49  -0.1728
C 0.61 -0.15 3.76  -0.6554
C 0.37 -0.95 4.98  -0.6214
C 0.31 -2.40 5.00  -0.9048
C 0.54 -3.08 3.70  -0.0441
H 1.57 -0.69 -0.68  0.3106
H 0.12 -2.76 0.44  0.4161
H 1.45 -4.98 0.15  0.2606
H 1.80 -4.99 1.90  0.4071
H 0.96 -0.26 1.56  0.1065
H 0.64 0.96 3.82  0.6245
H 0.19 -0.44 5.97  0.3868
H 0.14 -3.01 5.92  0.3765
H 0.49 -4.19 3.71  -0.0107
C 0.72 -7.42 -2.24  -0.4096
C 1.34 -6.38 -2.93  -0.4111
C 2.28 -6.66 -3.91  -0.0563
C 2.60 -7.98 -4.21  -0.5800
C 1.99 -9.02 -3.52  -0.3339
C 1.04 -8.74 -2.54  -0.5169
H -0.02 -7.20 -1.48  0.4588
H 1.09 -5.35 -2.70  0.4467
H 2.76 -5.86 -4.45  0.2662
H 3.33 -8.20 -4.98  0.3700
H 2.24 -10.05 -3.74  0.3628
H 0.56 -9.55 -2.00  0.3664
C -2.22 4.67 2.97  -0.4238
C -1.60 5.71 2.30  -0.3401
C -0.67 5.44 1.31  -0.5146
C -0.35 4.13 0.99  -0.4233
C -0.97 3.08 1.67  -0.2101
C -1.90 3.35 2.66  -0.5452
H -2.96 4.88 3.74  0.3817
H -1.85 6.74 2.55  0.4411
H -0.19 6.26 0.78  0.4557
H 0.37 3.91 0.22  0.3693
H -0.71 2.05 1.43  0.4354
H -2.38 2.53 3.19  0.3882
C -4.37 9.23 -0.40  -0.3430
C -3.81 9.94 -1.45  -0.5191
C -2.73 9.40 -2.15  -0.2762
C -2.22 8.16 -1.79  -0.6302
C -2.77 7.46 -0.73  -0.2808
C -3.85 7.99 -0.03  -0.5731
H -5.22 9.64 0.14  0.3678
H -4.21 10.90 -1.73  0.3683
H -2.30 9.95 -2.98  0.4900
H -1.38 7.75 -2.34  0.3918
H -2.37 6.50 -0.44  0.5733
H -4.29 7.44 0.79  0.4119
C -4.57 -8.01 3.08  -0.2634
C -5.57 -7.82 4.02  -0.5193
C -6.26 -8.91 4.53  -0.3148
C -5.96 -10.20 4.09  -0.3977
C -4.97 -10.39 3.13  -0.3490
C -4.27 -9.29 2.63  -0.3790
H -4.02 -7.16 2.69  0.4371
H -5.80 -6.82 4.37  0.3542
H -7.04 -8.77 5.27  0.3518
H -6.50 -11.05 4.48  0.3513
H -4.74 -11.38 2.78  0.3508
H -3.50 -9.44 1.88  0.3699
C 3.74 0.44 7.47  -0.5635
C 3.32 0.71 6.17  -0.1087
C 3.63 1.93 5.58  -0.5027
C 4.37 2.87 6.27  -0.3495
C 4.79 2.61 7.57  -0.4294
C 4.48 1.39 8.17  -0.3307
H 3.50 -0.51 7.93  0.3636
H 2.74 -0.03 5.63  0.4483
H 3.30 2.13 4.56  0.3946
H 4.62 3.82 5.81  0.3618
H 5.36 3.35 8.12  0.3533
H 4.81 1.19 9.18  0.3610
C 3.48 -3.36 -5.52  -0.4890
C 4.45 -3.36 -6.51  -0.4322
C 5.52 -2.47 -6.44  -0.4395
C 5.61 -1.58 -5.37  -0.3477
C 4.63 -1.58 -4.38  -0.4185
C 3.57 -2.47 -4.46  -0.0437
H 2.65 -4.06 -5.58  0.5227
H 4.38 -4.05 -7.35  0.3662
H 6.28 -2.47 -7.21  0.3552
H 6.44 -0.89 -5.31  0.3588
H 4.70 -0.89 -3.55  0.3595
H 2.80 -2.47 -3.68  0.2803
C -2.79 10.14 -6.18  -0.4734
C -2.22 10.85 -7.24  -0.3561
C -1.15 10.31 -7.94  -0.3819
C -0.63 9.08 -7.58  -0.3623
C -1.19 8.37 -6.52  -0.4373
C -2.26 8.90 -5.82  -0.2682
H -3.63 10.55 -5.64  0.3794
H -2.62 11.81 -7.52  0.3551
H -0.71 10.86 -8.76  0.3523
H 0.21 8.66 -8.12  0.3571
H -0.78 7.41 -6.23  0.3597
H -2.70 8.35 -4.99  0.4777


Formula: C52H52AsGeN5NaO2S
Source: OMol25
Level of theory: the ωB97M-V functional and the def2-TZVPD basis

- energy above the lowest of the compared OMol25 structures with the same formula, charge and spin (kJ/mol) = 175.3
- total charge = -1
- LUMO (eV) = 1.601

Each line ends with the Mulliken charge.
Positions of all 115 atoms, in Å:
Na -14.32 -4.32 13.78  0.4437
C -17.50 -2.15 12.89  -1.4361
C -17.58 -2.36 14.37  0.4149
C -18.78 -2.08 15.04  -0.5234
C -18.86 -2.25 16.41  -0.8486
C -17.76 -2.85 17.05  -0.8241
C -16.54 -3.12 16.28  0.0841
N -16.50 -2.92 14.95  0.7193
C -15.34 -3.57 16.97  0.4907
C -15.32 -3.35 18.38  -0.7295
C -14.35 -4.02 19.13  -1.3367
C -13.38 -4.72 18.44  -0.7303
C -13.31 -4.70 17.04  0.6860
N -14.37 -4.25 16.32  0.7707
C -12.10 -5.20 16.38  0.0647
C -10.94 -5.39 17.20  -1.0460
C -9.81 -5.94 16.67  -0.7919
C -9.75 -6.19 15.33  -0.7171
C -10.91 -5.96 14.58  0.3715
C -10.92 -6.35 13.13  -1.0357
N -12.06 -5.47 15.07  0.9667
H -18.34 -2.58 12.37  0.4412
H -16.60 -2.65 12.49  0.1320
H -17.40 -1.07 12.66  0.3032
H -19.62 -1.70 14.46  0.4686
H -19.73 -1.96 16.95  0.4710
H -17.81 -3.16 18.10  0.4842
H -16.09 -2.78 18.86  0.4692
H -14.31 -3.98 20.24  0.3650
H -12.71 -5.41 18.99  0.5270
H -11.01 -4.98 18.20  0.6196
H -8.95 -6.11 17.34  0.3774
H -8.83 -6.46 14.84  0.4617
H -10.41 -7.30 12.93  0.4841
H -10.46 -5.52 12.55  0.2329
H -11.97 -6.48 12.80  -0.1748
C -11.47 -4.60 8.57  -1.2367
C -11.38 -3.33 9.35  0.9725
C -11.41 -2.08 8.68  -0.7095
C -11.45 -0.94 9.52  -0.2943
N -11.55 -1.04 10.84  -0.3550
C -11.44 -2.26 11.38  -0.1879
S -11.51 -2.36 13.08  -0.3774
N -11.31 -3.41 10.68  -0.2462
H -12.31 -4.56 7.88  0.3388
H -11.63 -5.44 9.24  0.1960
H -10.55 -4.77 7.97  0.3243
H -11.29 -2.05 7.60  0.3645
H -11.53 0.08 9.11  0.3401
C -12.55 1.01 13.81  -1.2158
As -13.67 -0.26 14.90  0.4916
C -14.98 1.15 15.49  -1.3699
C -12.63 -0.29 16.62  -0.9587
C -12.80 0.72 17.69  0.4181
C -12.21 1.99 17.59  -0.2115
C -12.27 2.95 18.57  -0.6155
C -12.89 2.68 19.81  -0.4457
C -13.57 1.46 19.90  -0.5722
C -13.51 0.49 18.88  0.0659
H -12.31 1.86 14.44  0.3819
H -13.04 1.23 12.87  0.4004
H -11.64 0.40 13.61  0.2992
H -14.47 2.10 15.61  0.3949
H -15.53 0.85 16.39  0.3307
H -15.73 1.23 14.70  0.3981
H -11.60 -0.33 16.23  0.5075
H -12.87 -1.27 17.02  0.0012
H -11.73 2.22 16.62  0.2010
H -11.80 3.93 18.39  0.3241
H -12.88 3.36 20.69  0.3384
H -14.16 1.22 20.79  0.3610
H -14.06 -0.42 19.04  0.4138
O -14.92 -4.74 11.48  -0.7619
C -15.35 -5.89 11.61  0.7272
O -15.68 -6.43 12.82  0.1968
C -15.53 -6.81 10.47  -0.6127
C -15.71 -8.25 10.83  -1.0435
Ge -16.42 -8.36 12.72  0.7825
C -17.89 -7.57 13.88  0.6238
C -18.96 -6.90 13.36  -0.4283
C -19.89 -6.26 14.18  -0.8324
C -19.72 -6.28 15.57  -0.5099
C -18.66 -6.99 16.10  -0.6956
C -17.79 -7.71 15.26  -0.3226
C -17.82 -9.75 12.36  0.0661
C -18.74 -9.65 11.30  -0.5131
C -19.55 -10.75 11.03  -0.7138
C -19.46 -11.90 11.82  -0.5372
C -18.64 -11.92 12.94  -0.8188
C -17.80 -10.85 13.22  -0.1867
C -14.97 -9.21 13.82  0.0110
C -14.49 -8.46 14.88  -0.4832
C -13.57 -9.04 15.80  -0.7075
C -13.17 -10.36 15.63  -0.7120
C -13.60 -11.06 14.52  -0.7253
C -14.47 -10.47 13.57  0.1210
H -14.68 -6.65 9.77  0.2826
H -16.41 -6.43 9.91  0.2277
H -14.71 -8.72 10.95  0.4120
H -16.32 -8.85 10.11  0.4811
H -19.10 -6.88 12.28  0.1284
H -20.71 -5.75 13.72  0.4304
H -20.38 -5.74 16.25  0.4132
H -18.45 -6.92 17.15  0.4103
H -17.04 -8.30 15.74  0.4417
H -18.79 -8.76 10.68  0.3556
H -20.24 -10.71 10.18  0.3640
H -20.03 -12.80 11.53  0.3304
H -18.58 -12.75 13.65  0.3650
H -17.13 -10.94 14.07  0.3722
H -14.78 -7.42 14.95  0.6642
H -13.17 -8.53 16.65  0.4681
H -12.48 -10.80 16.37  0.3456
H -13.32 -12.10 14.34  0.3603
H -14.81 -11.04 12.73  0.5005


Formula: C52H53F10NO3PS2
Source: OMol25
Level of theory: the ωB97M-V functional and the def2-TZVPD basis

- 2S+1 = 2
- energy above the lowest of the compared OMol25 structures with the same formula, charge and spin (kJ/mol) = 754.8
- LUMO (spin up / spin down) (eV) = -0.559 / -0.984

Each line ends with the Mulliken spin population.
Positions of all 122 atoms, in Å:
C 1.82 -4.05 4.02  0.0223
C 0.47 -3.62 3.13  -0.0010
C -0.59 -3.02 4.27  0.0181
C 0.89 -2.42 2.10  0.0041
C 0.03 -2.35 0.72  0.0084
P -1.87 -2.00 1.01  -0.0116
S -2.86 -1.82 -0.65  0.0022
S 0.60 -1.07 -0.52  -0.0002
O -0.10 0.28 -0.10  0.0000
O 0.18 -1.36 -1.99  0.0000
C 2.44 -0.73 -0.52  -0.0002
F 3.29 -1.93 -0.33  -0.0001
F 2.77 -0.19 -1.89  0.0000
F 2.79 0.40 0.43  0.0000
C 0.09 -3.84 0.03  -0.0029
C 0.23 -5.09 1.09  0.0087
C -0.80 -6.28 0.52  0.0053
C 1.74 -5.70 0.95  0.0294
N -0.23 -4.80 2.50  0.3097
O -0.25 -5.89 3.29  0.6075
H 2.43 -3.08 4.36  0.0004
H 2.52 -4.80 3.47  0.0009
H 1.41 -4.62 4.98  -0.0021
H -1.33 -2.23 3.84  -0.0031
H 0.10 -2.44 5.05  -0.0012
H -1.11 -3.88 4.90  0.0014
H 2.02 -2.64 1.78  0.0000
H 0.95 -1.37 2.68  0.0007
H -2.32 -3.11 1.85  0.0013
H -1.92 -0.80 1.83  0.0019
H 0.93 -3.90 -0.81  -0.0007
H -0.93 -3.98 -0.56  0.0025
H -0.23 -7.30 0.75  0.0006
H -1.85 -6.22 1.04  -0.0015
H -0.84 -6.19 -0.65  -0.0003
H 1.81 -6.68 1.58  -0.0011
H 2.52 -4.86 1.28  -0.0030
H 1.97 -5.86 -0.21  0.0011
F -6.54 -0.79 -0.24  0.0000
C -6.62 0.25 -1.07  0.0000
C -6.43 1.54 -0.59  0.0000
C -6.51 2.62 -1.46  0.0000
C -6.81 2.41 -2.81  0.0000
C -7.01 1.11 -3.29  0.0000
C -6.91 0.03 -2.42  0.0000
H -6.21 1.69 0.46  0.0000
H -6.35 3.63 -1.10  0.0000
H -6.88 3.25 -3.49  0.0000
H -7.24 0.94 -4.34  0.0000
H -7.06 -0.99 -2.77  0.0000
F -3.72 -2.27 3.25  0.0017
C -4.30 -3.26 3.93  0.0031
C -4.41 -4.52 3.35  -0.0019
C -5.01 -5.56 4.06  0.0028
C -5.52 -5.32 5.34  -0.0004
C -5.41 -4.06 5.92  -0.0001
C -4.80 -3.02 5.21  0.0002
H -4.02 -4.68 2.35  -0.0029
H -5.09 -6.55 3.61  0.0001
H -5.99 -6.13 5.89  0.0000
H -5.81 -3.87 6.91  0.0000
H -4.70 -2.03 5.65  0.0000
F 8.79 -2.04 -2.22  0.0000
C 7.93 -1.02 -2.34  0.0000
C 6.71 -1.07 -1.67  0.0000
C 5.82 0.00 -1.80  0.0000
C 6.16 1.10 -2.59  0.0000
C 7.38 1.13 -3.26  0.0000
C 8.28 0.07 -3.13  0.0000
H 6.46 -1.94 -1.07  0.0000
H 4.87 -0.03 -1.27  0.0000
H 5.46 1.93 -2.69  0.0000
H 7.64 1.99 -3.88  0.0000
H 9.24 0.09 -3.63  0.0000
F -6.75 4.33 1.55  0.0000
C -7.61 5.35 1.43  0.0000
C -8.83 5.30 2.09  0.0000
C -9.72 6.37 1.97  0.0000
C -9.39 7.47 1.18  0.0000
C -8.16 7.50 0.51  0.0000
C -7.27 6.44 0.64  0.0000
H -9.08 4.44 2.70  0.0000
H -10.68 6.34 2.49  0.0000
H -10.08 8.30 1.08  0.0000
H -7.90 8.36 -0.11  0.0000
H -6.30 6.46 0.14  0.0000
F 7.87 4.53 -5.14  0.0000
C 7.96 5.20 -3.99  0.0000
C 6.86 5.24 -3.14  0.0000
C 6.95 5.93 -1.93  0.0000
C 8.13 6.59 -1.59  0.0000
C 9.23 6.55 -2.46  0.0000
C 9.14 5.85 -3.66  0.0000
H 5.94 4.73 -3.42  0.0000
H 6.09 5.96 -1.26  0.0000
H 8.20 7.14 -0.66  0.0000
H 10.15 7.07 -2.19  0.0000
H 9.99 5.80 -4.34  0.0000
F -0.97 3.35 5.45  0.0000
C -2.02 3.44 4.62  0.0000
C -2.15 2.52 3.59  0.0000
C -3.25 2.60 2.73  0.0000
C -4.20 3.61 2.91  0.0000
C -4.06 4.53 3.96  0.0000
C -2.96 4.44 4.82  0.0000
H -1.39 1.75 3.45  0.0000
H -3.36 1.89 1.92  -0.0001
H -5.05 3.68 2.24  0.0000
H -4.80 5.31 4.09  0.0000
H -2.84 5.14 5.64  0.0000
F 6.41 -4.54 -8.14  0.0000
C 6.54 -3.31 -7.63  0.0000
C 6.93 -3.16 -6.30  0.0000
C 7.07 -1.87 -5.77  0.0000
C 6.82 -0.76 -6.57  0.0000
C 6.42 -0.92 -7.90  0.0000
C 6.29 -2.20 -8.43  0.0000
H 7.12 -4.04 -5.69  0.0000
H 7.38 -1.74 -4.74  0.0000
H 6.92 0.24 -6.16  0.0000
H 6.22 -0.05 -8.52  0.0000
H 6.00 -2.35 -9.47  0.0000


no.,largest force on an atom (eV/Å),electronic energy (eV)
1,0.93,-155440.079
2,3.57,-68992.031
3,3.11,-198922.585
4,9.09,-120540.131